{
  "formula": "C42H63F21NO19S2",
  "method": "ωB97M-V/def2-TZVPD",
  "species": ["C", "C", "C", "S", "O", "O", "N", "S", "O", "O", "C", "C", "C", "C", "C", "C", "C", "C", "C", "C", "O", "C", "H", "H", "H", "H", "H", "H", "H", "H", "H", "H", "H", "H", "H", "H", "H", "H", "H", "H", "H", "H", "H", "H", "H", "H", "H", "H", "H", "H", "C", "C", "O", "C", "O", "C", "F", "F", "F", "H", "H", "H", "H", "H", "C", "C", "O", "C", "O", "C", "F", "F", "F", "H", "H", "H", "H", "H", "C", "C", "O", "C", "O", "C", "F", "F", "F", "H", "H", "H", "H", "H", "C", "C", "O", "C", "O", "C", "F", "F", "F", "H", "H", "H", "H", "H", "C", "C", "O", "C", "O", "C", "F", "F", "F", "H", "H", "H", "H", "H", "C", "C", "O", "C", "O", "C", "F", "F", "F", "H", "H", "H", "H", "H", "C", "C", "O", "C", "O", "C", "F", "F", "F", "H", "H", "H", "H", "H"],
  "coordinates": [[3.84916, 0.27850, 3.92123], [2.84215, 1.06076, 3.53456], [2.70563, 1.61544, 2.14734], [1.43279, 0.73075, 1.22915], [0.17434, 1.29427, 1.67248], [1.63732, -0.67873, 1.51831], [1.84727, 1.08035, -0.26144], [0.73047, 1.27967, -1.37433], [-0.30960, 0.27068, -1.40661], [0.25934, 2.65657, -1.42687], [1.72844, 1.07207, -2.83013], [2.88904, 2.08924, -2.82682], [2.81646, 3.15496, -3.93374], [2.06753, 4.42378, -3.46488], [2.86617, 5.71404, -3.57371], [4.04044, 5.82125, -2.58480], [3.79723, 5.25862, -1.18160], [3.06654, 6.14867, -0.14486], [2.13628, 7.24227, -0.66872], [0.76485, 6.70900, -1.07033], [-0.00043, 6.43161, 0.10710], [-0.39992, 5.07181, 0.21515], [4.08181, 0.10816, 4.96574], [4.46466, -0.22006, 3.17942], [2.04831, 1.29492, 4.23690], [3.65218, 1.57677, 1.61355], [2.33191, 2.63606, 2.23636], [2.12119, 0.05723, -2.84366], [1.05830, 1.24399, -3.67289], [3.83769, 1.55346, -2.90926], [2.90097, 2.55977, -1.84476], [2.27771, 2.73973, -4.78864], [3.82877, 3.41083, -4.25845], [1.72075, 4.24575, -2.44782], [1.15907, 4.53577, -4.06339], [2.21730, 6.59174, -3.49923], [3.29082, 5.76236, -4.58454], [4.88499, 5.27108, -3.01203], [4.36227, 6.86576, -2.52065], [3.30001, 4.28893, -1.22555], [4.78733, 5.05098, -0.76388], [3.78110, 6.57025, 0.56514], [2.43332, 5.48732, 0.45266], [2.57423, 7.85835, -1.45808], [1.94412, 7.92973, 0.16404], [0.84710, 5.78291, -1.63751], [0.23022, 7.46441, -1.65657], [-1.20371, 5.01435, 0.95045], [0.41541, 4.42838, 0.56265], [-0.76469, 4.65889, -0.72734], [-1.31180, 8.69009, 1.83907], [-0.88468, 9.46592, 0.62035], [-1.76463, 10.59323, 0.36664], [-1.54924, 11.67763, 1.08124], [-0.70905, 11.85912, 1.91308], [-2.54896, 12.77743, 0.65849], [-3.79294, 12.29982, 0.55989], [-2.19855, 13.27697, -0.53538], [-2.55157, 13.77174, 1.54135], [-2.34959, 8.36912, 1.73942], [-0.68294, 7.81085, 1.94803], [-1.23628, 9.29574, 2.74337], [-0.95683, 8.84542, -0.26739], [0.14137, 9.82271, 0.70249], [4.06234, 1.61747, 6.63153], [3.55966, 3.03741, 6.77030], [4.13573, 3.90003, 5.76631], [3.57260, 3.82395, 4.56838], [2.65452, 3.13236, 4.24644], [4.25058, 4.81246, 3.59756], [5.58449, 4.76485, 3.69352], [3.86065, 6.06374, 3.87891], [3.90509, 4.52351, 2.35439], [5.15218, 1.59523, 6.66269], [3.67417, 1.00497, 7.44512], [3.74132, 1.18007, 5.68615], [3.86494, 3.47150, 7.71993], [2.47316, 3.08479, 6.70913], [2.04282, -3.59838, 1.64822], [2.57011, -4.58950, 2.65638], [1.49169, -5.27232, 3.35552], [0.93083, -6.27925, 2.73160], [1.19600, -6.73869, 1.65789], [-0.16795, -6.89057, 3.62666], [-0.95386, -5.96055, 4.17322], [0.38291, -7.59759, 4.62711], [-0.92945, -7.71935, 2.91278], [1.37082, -2.88553, 2.11725], [2.86312, -3.03942, 1.20402], [1.49570, -4.10259, 0.85068], [3.12639, -4.08187, 3.44105], [3.22640, -5.33448, 2.20640], [-2.97306, -2.47537, -3.51306], [-3.56987, -1.08733, -3.51984], [-3.20694, -0.36868, -4.72592], [-3.90550, -0.63524, -5.80224], [-4.82246, -1.40171, -5.91910], [-3.40619, 0.23929, -6.97480], [-2.07547, 0.23892, -7.05353], [-3.82159, 1.49974, -6.81316], [-3.89417, -0.21764, -8.12913], [-1.89206, -2.41952, -3.63858], [-3.19077, -2.96437, -2.56487], [-3.37895, -3.08514, -4.32110], [-3.16301, -0.49789, -2.70159], [-4.65464, -1.10687, -3.42409], [-2.95887, -6.45542, 7.70293], [-1.47680, -6.16653, 7.77725], [-1.21687, -4.92865, 8.47636], [-1.24145, -4.99044, 9.79479], [-1.44844, -5.95070, 10.47686], [-0.90950, -3.60151, 10.38400], [-1.59069, -2.63496, 9.76629], [0.39864, -3.35241, 10.24288], [-1.20636, -3.56571, 11.67916], [-3.48542, -5.61821, 7.24445], [-3.13259, -7.35012, 7.10603], [-3.37844, -6.61360, 8.69589], [-1.05867, -6.02262, 6.78465], [-0.92974, -6.97648, 8.25814], [-1.24344, -10.44616, 1.41171], [-0.91203, -9.59399, 0.20788], [-0.33365, -10.39025, -0.85389], [-1.18160, -11.07175, -1.60001], [-2.37313, -11.10850, -1.50829], [-0.40500, -11.83205, -2.69807], [0.66777, -12.45192, -2.19588], [0.00958, -10.97452, -3.63865], [-1.18374, -12.74248, -3.27300], [-0.35719, -10.98468, 1.74991], [-1.60300, -9.81965, 2.22245], [-2.01216, -11.18304, 1.17905], [-0.15459, -8.85261, 0.45190], [-1.78796, -9.06745, -0.16848], [-5.93992, -2.99943, -8.26132], [-4.71528, -3.84013, -8.52130], [-5.05627, -5.13885, -9.06789], [-5.30902, -5.18005, -10.36116], [-5.28174, -4.27748, -11.14475], [-5.62199, -6.63479, -10.77705], [-6.47523, -7.21434, -9.92778], [-4.49272, -7.35594, -10.79216], [-6.15522, -6.66715, -11.99416], [-6.63823, -3.52968, -7.61235], [-5.64883, -2.07213, -7.77769], [-6.46112, -2.76716, -9.19096], [-4.19381, -4.05870, -7.59203], [-4.01577, -3.34019, -9.19033]],
  "forces_ev_per_angstrom": [[0.1, -0.4, -0.8], [-0.1, -1.7, -0.2], [-0.5, -0.5, 0.1], [0.3, -0.3, 0.4], [0.0, 0.0, -0.2], [-0.1, 0.2, -0.1], [-0.3, -0.1, 0.1], [-0.4, 0.2, -0.2], [0.1, -0.1, 0.0], [0.0, -0.2, 0.0], [0.6, 0.4, 0.1], [0.2, -0.2, -0.3], [-0.3, 0.1, 0.5], [-0.3, -0.1, -0.4], [0.3, 0.1, -0.1], [-0.1, -0.2, 0.0], [0.3, 0.2, 0.4], [-0.3, -0.2, -0.1], [-0.2, 0.1, 0.4], [0.1, -0.1, 0.4], [0.1, 0.1, -0.3], [-0.1, -0.2, 0.2], [-0.2, -1.3, -0.9], [0.4, 0.5, 0.0], [0.2, -0.3, -0.3], [-0.1, -0.1, -0.1], [0.2, -0.3, -0.5], [-0.3, -0.1, 0.0], [-0.1, -0.1, 0.0], [-0.1, -0.1, 0.0], [0.2, 0.0, -0.1], [0.3, 0.0, -0.1], [0.0, 0.0, -0.1], [-0.1, 0.1, -0.1], [0.0, 0.0, 0.0], [-0.1, -0.1, 0.2], [-0.1, 0.1, 0.0], [0.0, 0.0, 0.0], [0.1, 0.0, 0.0], [0.1, 0.2, -0.1], [0.0, -0.1, 0.0], [0.1, 0.1, -0.2], [0.1, 0.1, 0.1], [0.1, -0.2, -0.1], [0.0, 0.1, -0.1], [0.0, 0.2, -0.2], [0.0, -0.1, -0.1], [0.0, 0.1, 0.0], [0.0, 0.0, -0.1], [0.1, 0.1, 0.0], [-0.2, 0.2, 0.3], [0.3, -0.4, 0.0], [0.0, 0.1, 0.0], [0.0, -0.1, 0.0], [0.0, 0.0, 0.0], [0.0, 0.0, 0.1], [0.0, 0.0, 0.0], [0.0, 0.0, 0.0], [0.0, 0.0, 0.0], [0.0, -0.1, -0.1], [0.0, 0.0, -0.1], [0.1, 0.0, 0.0], [-0.1, 0.1, 0.0], [-0.1, 0.1, 0.1], [-0.2, 0.3, 0.1], [0.0, -0.2, 0.5], [0.0, 0.0, -0.2], [0.1, 0.3, 0.3], [0.0, 2.4, 1.0], [0.1, -0.2, 0.2], [0.0, 0.0, 0.0], [0.0, 0.0, 0.0], [0.0, 0.1, -0.2], [0.0, 0.0, 0.0], [0.0, 0.0, 0.1], [-0.1, 1.0, 1.1], [0.1, 0.1, -0.1], [0.0, 0.0, -0.1], [-0.3, -0.3, 0.0], [0.4, 0.3, -0.2], [0.0, -0.1, 0.0], [0.1, 0.1, 0.0], [0.0, -0.1, 0.0], [0.0, 0.0, 0.0], [-0.1, 0.0, 0.0], [0.0, 0.0, 0.0], [-0.1, 0.1, 0.1], [0.1, 0.1, 0.0], [0.0, 0.1, 0.0], [0.1, 0.0, 0.0], [-0.1, 0.0, 0.1], [-0.1, -0.1, 0.0], [0.1, 0.0, -0.3], [0.0, -0.1, 0.5], [0.0, 0.0, 0.0], [0.0, 0.0, 0.1], [0.1, 0.1, 0.1], [0.0, -0.1, 0.0], [0.0, 0.0, 0.0], [0.0, 0.0, 0.0], [0.0, 0.0, 0.0], [0.0, 0.0, 0.1], [0.0, 0.0, 0.0], [-0.1, 0.0, 0.0], [0.1, 0.1, -0.1], [0.0, 0.0, -0.2], [-0.1, 0.2, 0.2], [0.0, -0.3, -0.3], [0.0, 0.0, 0.0], [0.0, 0.0, -0.1], [0.0, 0.0, 0.0], [-0.1, -0.1, 0.0], [0.0, 0.1, 0.0], [0.0, 0.0, 0.0], [0.0, 0.0, 0.0], [0.0, 0.0, -0.1], [0.0, 0.0, 0.0], [0.0, -0.1, 0.0], [0.0, 0.2, 0.0], [0.0, 0.1, 0.1], [0.0, -0.3, -0.1], [0.0, 0.3, 0.3], [0.0, 0.0, -0.1], [0.0, 0.1, 0.0], [0.0, 0.0, 0.0], [-0.1, 0.0, 0.1], [0.0, 0.0, 0.0], [0.0, 0.0, 0.0], [0.0, 0.0, 0.0], [0.0, 0.1, 0.0], [0.0, 0.0, 0.0], [0.0, 0.1, 0.0], [0.1, -0.1, -0.1], [0.0, -0.1, -0.1], [-0.3, -0.1, -0.3], [0.2, 0.3, 0.3], [0.0, 0.0, 0.0], [0.0, 0.0, 0.1], [0.0, 0.0, 0.0], [0.0, 0.1, 0.0], [0.0, 0.0, 0.0], [0.0, 0.0, 0.0], [0.0, 0.0, 0.0], [0.1, 0.0, 0.1], [0.0, -0.1, 0.0], [0.1, 0.0, 0.0], [0.0, -0.1, 0.0], [-0.1, -0.1, -0.1]],
  "charge": -1,
  "largest_force_ev_per_a": 2.65,
  "total_energy_ev": -163708.32575,
  "e_lumo_ev": 1.792,
  "homo_lumo_gap_ha": 0.292
}